C54H42AsOP2PdS2 as an isolated structure in a non-equilibrium geometry, computed with ωB97M-V with the def2-TZVPD basis set.

Output
Energy relative to the best compared isomer or geometry (same formula, charge and spin): 0.659 eV
Spin multiplicity: 1
Gap between HOMO and LUMO (alpha / beta): 6.0 / 6.0 eV
Net charge: +1

XYZ file:
```
103
Properties=species:S:1:pos:R:3:forces:R:3
Pd 0.55979 -0.09167 0.76755 0.09 -0.62 1.69
O 1.87795 1.11410 3.84650 0.27 -0.37 -0.02
S 0.90981 1.27853 2.76566 -0.58 0.77 -0.48
C -0.68136 1.52830 3.58417 -0.08 -0.47 -0.23
C -0.70128 2.05851 4.86565 0.22 0.13 0.08
C -1.91309 2.21744 5.51256 0.02 -0.01 -0.05
C -3.09589 1.85545 4.87626 -0.07 0.01 0.00
C -3.06476 1.29699 3.61103 0.06 0.03 0.05
C -1.84250 1.08889 2.96980 0.17 -0.06 -0.06
P -1.80424 0.29270 1.32727 0.27 -0.47 -0.21
C -2.96815 1.42955 0.50185 0.14 0.01 -0.16
C -2.72951 2.79405 0.68053 0.01 -0.03 -0.06
C -3.60354 3.73112 0.15731 0.10 0.04 -0.04
C -4.70767 3.31461 -0.57465 -0.02 0.00 0.00
C -4.93751 1.96156 -0.77034 -0.07 0.03 -0.05
C -4.07664 1.01662 -0.22930 0.08 -0.03 0.02
C -2.71303 -1.27359 1.51415 0.09 0.04 -0.07
C -2.99957 -1.97886 0.34258 0.03 0.12 0.15
C -3.68594 -3.17859 0.39816 -0.02 -0.06 -0.06
C -4.05339 -3.70787 1.62688 0.00 -0.01 0.00
C -3.72553 -3.03917 2.79639 -0.03 -0.01 0.03
C -3.05892 -1.82325 2.74597 0.00 0.06 -0.08
C 1.22333 2.94344 2.09493 0.16 -0.12 -0.14
C 1.53509 3.90272 3.04918 -0.08 -0.10 0.16
C 1.88741 5.18155 2.66134 0.01 0.00 0.00
C 1.95616 5.49158 1.31047 -0.01 0.02 -0.03
C 1.68328 4.52329 0.35842 -0.04 -0.02 0.16
C 1.32125 3.22607 0.73009 -0.09 0.00 -0.05
P 1.06401 1.93335 -0.55444 0.75 0.18 -0.39
C 2.77742 1.44593 -0.97889 0.00 0.26 -0.05
C 3.91090 1.92885 -0.33868 -0.13 -0.05 -0.03
C 5.16270 1.44378 -0.69413 0.08 0.00 0.05
C 5.28673 0.48332 -1.68403 0.07 -0.01 -0.03
C 4.15711 0.01528 -2.34365 -0.09 -0.01 0.00
C 2.90766 0.49976 -1.99669 0.11 0.07 0.08
C 0.64234 2.92666 -2.03290 -0.09 -0.08 0.08
C 1.61807 3.41469 -2.90123 -0.04 0.06 0.00
C 1.25662 4.24776 -3.94979 0.05 0.01 -0.03
C -0.07370 4.58785 -4.15093 -0.02 -0.01 -0.02
C -1.05162 4.07451 -3.31210 -0.06 0.00 0.01
C -0.69272 3.24320 -2.26251 0.07 -0.04 -0.07
H 0.22878 2.32385 5.35138 -0.02 -0.05 0.01
H -1.93597 2.61990 6.51603 0.00 0.02 -0.01
H -4.04375 1.99822 5.37822 0.00 -0.01 -0.01
H -3.98391 1.00750 3.11666 -0.01 -0.02 0.03
H -1.86117 3.12039 1.24459 -0.04 0.06 0.00
H -3.41876 4.78605 0.31511 0.00 -0.01 -0.01
H -5.39190 4.04602 -0.98419 0.00 -0.01 0.00
H -5.80130 1.63815 -1.33649 0.01 -0.02 0.01
H -4.28275 -0.03759 -0.35884 -0.06 0.09 -0.01
H -2.67702 -1.57498 -0.61200 -0.05 -0.12 0.00
H -3.91860 -3.71591 -0.51214 0.02 0.03 -0.01
H -4.58160 -4.65130 1.66745 0.00 0.00 0.03
H -3.99356 -3.46111 3.75633 0.01 0.00 0.00
H -2.81040 -1.30868 3.66373 -0.01 -0.01 0.04
H 1.52341 3.62700 4.09530 0.03 0.07 -0.01
H 2.12408 5.92587 3.40944 -0.01 0.00 0.00
H 2.24283 6.48632 0.99498 -0.01 0.00 0.01
H 1.76813 4.76980 -0.69038 -0.02 0.01 -0.03
H 3.81997 2.66987 0.44610 0.05 -0.03 0.01
H 6.04425 1.81324 -0.18588 -0.01 0.00 -0.01
H 6.26466 0.10671 -1.95498 -0.01 -0.01 0.02
H 4.24871 -0.72892 -3.12465 0.01 0.01 -0.02
H 2.02623 0.17048 -2.53299 -0.07 -0.16 -0.02
H 2.65748 3.14837 -2.75754 -0.02 0.06 0.00
H 2.02080 4.63832 -4.60943 -0.01 -0.02 -0.01
H -0.34737 5.24097 -4.96924 0.00 0.00 0.00
H -2.09516 4.31456 -3.47406 0.02 0.01 -0.01
H -1.45001 2.82766 -1.61802 -0.20 -0.02 0.11
S 2.81095 -0.78908 1.51824 -0.89 0.40 -0.38
C 3.31104 -2.20012 0.61582 -0.40 0.02 -0.23
C 4.60665 -2.68395 0.81343 0.06 0.05 0.03
C 4.99529 -3.88417 0.24739 -0.04 0.04 0.03
C 4.09439 -4.63375 -0.49988 -0.03 -0.06 -0.04
C 2.81534 -4.14932 -0.71059 -0.09 -0.04 -0.03
C 2.43280 -2.91395 -0.19620 0.18 0.04 -0.04
As 0.65827 -2.19078 -0.47403 0.34 -0.41 0.05
C -0.31912 -3.78199 0.05828 -0.16 0.16 0.13
C -0.82320 -4.69545 -0.85892 0.03 0.19 -0.06
C -1.35891 -5.89460 -0.40923 0.01 -0.04 0.00
C -1.39236 -6.17661 0.94879 -0.01 -0.03 -0.04
C -0.90582 -5.25380 1.86588 -0.03 -0.03 0.00
C -0.37330 -4.05594 1.42110 0.03 0.12 0.03
C 0.38470 -2.16430 -2.40241 -0.14 0.54 0.15
C 1.22856 -2.76637 -3.32743 0.10 -0.04 0.17
C 0.96223 -2.65590 -4.68484 -0.02 0.01 -0.04
C -0.13523 -1.93239 -5.12863 0.03 -0.04 0.00
C -0.96924 -1.31025 -4.21066 -0.07 0.01 -0.06
C -0.70772 -1.42386 -2.85526 0.08 -0.01 0.17
H 5.29244 -2.11832 1.43159 0.01 -0.02 -0.01
H 5.99956 -4.25270 0.41075 0.00 0.01 0.01
H 4.38431 -5.59251 -0.90830 0.00 0.01 0.00
H 2.09525 -4.74918 -1.25420 0.02 -0.02 -0.06
H -0.79944 -4.46773 -1.91816 0.01 -0.07 -0.02
H -1.73766 -6.61433 -1.12353 -0.01 0.00 0.00
H -1.79413 -7.12120 1.29214 -0.02 0.01 0.01
H -0.93973 -5.47416 2.92500 0.01 0.02 0.00
H 0.00880 -3.32722 2.12980 0.02 -0.05 0.03
H 2.10413 -3.30656 -2.99696 0.03 -0.02 -0.01
H 1.62348 -3.13167 -5.39740 -0.01 0.01 0.00
H -0.33245 -1.84821 -6.18913 -0.01 0.02 0.01
H -1.81701 -0.73100 -4.55293 0.00 0.01 0.02
H -1.33606 -0.90843 -2.13443 0.00 0.04 -0.09
```
Positions in Å, forces in eV/Å.



C3H6O5Yb as an isolated structure in a non-equilibrium geometry, computed with ωB97M-V with the def2-TZVPD basis set.

Output
Spin multiplicity: 3
Gap between HOMO and LUMO (alpha / beta): 5.9 / 5.6 eV
Net charge: 0
Expectation value of S²: 2.0112

XYZ file:
```
15
Properties=species:S:1:pos:R:3:forces:R:3
C -0.41603 0.30668 3.14663 1.11 0.21 -0.73
C -0.68260 -0.09205 1.69824 -0.60 -0.50 -0.73
O -0.52172 1.06392 0.86242 0.02 0.27 1.45
C -0.64775 0.92714 -0.44472 0.81 -0.42 -2.26
O -0.91337 -0.18902 -0.97204 -0.45 -0.19 0.04
O -0.38292 1.93173 -1.16523 -0.41 0.24 -0.05
O -0.59022 -0.76758 3.99430 0.16 0.19 -0.05
Yb -0.88228 0.82759 -3.36442 0.20 0.05 1.64
H -1.10655 1.13524 3.40641 0.00 -0.40 0.34
H 0.60851 0.73733 3.19733 -0.45 -0.15 0.37
H -1.70623 -0.47818 1.59073 0.31 0.00 0.04
H 0.02362 -0.87202 1.38126 -0.21 0.18 0.11
H 0.52538 -1.69272 4.50061 2.91 -2.97 1.84
O 1.45708 -2.58924 5.05569 -3.18 3.55 -1.65
H 1.50936 -3.32453 4.44131 -0.21 -0.06 -0.36
```
Positions in Å, forces in eV/Å.



| no. | molar mass (Da) |
| --- | --- |
| 1 | 1014.35 |
| 2 | 295.12 |